[1]
DFT (wB97M-V/def2-TZVPD) results for 2 unconnected molecules or ions with the total composition C3H9NS2 in a non-equilibrium geometry.

Results
- Kohn-Sham gap (spin up / spin down): 0.127 / 0.262 hartree
- Spin multiplicity: 2
- Electronic energy: -970.7662 a.u.
- Charge: -1
- Energy above the lowest of the compared OMol25 structures with the same formula, charge and spin: 42.8 kcal per mole

Geometry (Å):
1 C -1.45 -1.79 0.64
2 S 0.28 -2.39 0.68
3 S 0.52 -3.10 -1.31
4 H -2.11 -2.51 0.18
5 H -1.42 -0.77 0.31
6 H -1.80 -1.90 1.68
7 H 1.79 -2.67 -1.45
8 C 0.85 2.86 0.55
9 C 0.54 2.04 -0.48
10 N 0.40 0.68 -0.50
11 H 1.41 2.62 1.45
12 H 0.91 3.91 0.33
13 H 0.01 2.54 -1.30
14 H 0.34 0.15 0.38
15 H -0.27 0.34 -1.17


[2]
DFT (wB97M-V/def2-TZVPD) results for 2 unconnected molecules or ions with the total composition C2H4F2Si in a non-equilibrium geometry.

Results
- Kohn-Sham gap: 0.330 hartree
- Electronic energy: -567.6843 a.u.
- Energy above the lowest of the compared OMol25 structures with the same formula, charge and spin: 149.8 kcal per mole

Geometry (Å):
1 C -1.54 -0.98 0.08
2 C -0.90 0.08 -0.35
3 F -1.06 -1.69 1.13
4 F -1.36 0.76 -1.43
5 Si 1.64 0.72 0.15
6 H -2.49 -1.38 -0.28
7 H 2.33 0.79 -1.13
8 H 1.32 2.01 0.75
9 H 2.06 -0.31 1.08


[3]
DFT (wB97M-V/def2-TZVPD) results for C7H9NO2S in the gas phase in a non-equilibrium geometry.

Results
- Kohn-Sham gap (spin up / spin down): 0.289 / 0.245 hartree
- Spin multiplicity: 3
- Electronic energy: -875.2671 a.u.
- Energy above the lowest of the compared OMol25 structures with the same formula, charge and spin: 66.2 kcal per mole

Geometry (Å):
1 C -0.11 1.38 -0.16
2 C 0.44 0.09 0.38
3 C -0.82 1.59 -1.45
4 C -0.51 -0.90 0.86
5 C -1.57 1.67 -0.24
6 C 0.09 -0.08 1.90
7 C 1.99 -1.47 -0.57
8 N -0.93 1.53 -2.69
9 O -1.81 -2.99 1.57
10 O 1.67 -0.19 -0.18
11 S -1.50 -2.11 0.43
12 H 0.68 2.15 0.09
13 H -2.27 0.87 0.13
14 H -1.92 2.65 0.20
15 H 0.79 -0.40 2.67
16 H -0.64 0.50 2.36
17 H 2.99 -1.55 -1.11
18 H 1.34 -1.93 -1.36
19 H 2.08 -2.19 0.30
20 H 0.00 1.38 -3.13


[4]
DFT (wB97M-V/def2-TZVPD) results for a molecular structure, C6H14BrNO3S in a non-equilibrium geometry.

Results
- Kohn-Sham gap: 0.292 hartree
- Electronic energy: -3489.5937 a.u.
- Energy above the lowest of the compared OMol25 structures with the same formula, charge and spin: 0.0 kcal per mole

Geometry (Å):
1 C -2.40 0.37 0.64
2 C -1.34 2.67 -0.09
3 C 2.23 -0.87 -0.96
4 C 0.90 -1.83 0.99
5 C -1.27 1.14 0.17
6 C 0.93 -1.35 -0.34
7 N -0.20 0.50 -0.28
8 O 0.11 -1.54 -2.84
9 O -1.42 -2.15 -1.01
10 O 0.56 -3.48 -1.51
11 S -0.11 -2.25 -1.55
12 Br 0.49 1.28 -3.06
13 H -2.07 -0.60 0.38
14 H -2.38 0.59 1.77
15 H -3.21 0.83 0.16
16 H -1.92 3.11 0.76
17 H -1.82 2.78 -1.08
18 H -0.28 3.03 -0.08
19 H 2.74 -0.28 -0.24
20 H 2.87 -1.72 -1.25
21 H 2.16 -0.27 -1.88
22 H -0.14 -1.90 1.32
23 H 1.44 -1.27 1.65
24 H 1.19 -2.85 1.06
25 H 0.47 1.14 -0.69
26 H -0.03 -0.42 -2.79


[5]
DFT (wB97M-V/def2-TZVPD) results for 15 unconnected molecules or ions with the total composition H31O15 in a non-equilibrium geometry.

Results
- Kohn-Sham gap: 0.379 hartree
- Electronic energy: -1146.8779 a.u.
- Charge: +1
- Energy above the lowest of the compared OMol25 structures with the same formula, charge and spin: 78.5 kcal per mole

Geometry (Å):
1 O -2.86 0.82 2.95
2 H -2.16 0.24 3.36
3 H -3.67 0.49 3.36
4 O 2.18 -0.35 -3.23
5 H 2.13 -1.27 -3.44
6 H 1.99 -0.16 -2.31
7 O -1.46 -2.81 2.47
8 H -0.90 1.93 0.57
9 H -0.50 -2.70 2.55
10 O -0.17 4.24 1.29
11 H -0.68 4.79 1.91
12 H 0.52 4.64 0.76
13 O 1.01 2.00 0.45
14 H 1.44 1.85 -0.42
15 H 1.69 2.00 1.12
16 O -1.69 2.20 0.02
17 H -1.24 2.88 -0.53
18 H -1.61 -3.74 2.54
19 O 1.57 3.08 -2.88
20 H 2.52 3.36 -2.84
21 H 1.75 2.17 -3.25
22 O -0.69 -1.68 -1.40
23 H -0.86 -1.66 -0.46
24 H -0.38 -2.61 -1.53
25 O 3.28 -1.08 2.39
26 H 2.72 -1.87 2.49
27 H 3.29 -0.87 3.35
28 O -2.23 -0.07 -3.60
29 H -2.12 0.64 0.00
30 O 0.50 -1.93 -4.32
31 H -0.43 -1.70 -4.24
32 H 0.67 -1.16 -4.87
33 O -0.14 1.62 3.85
34 H -0.48 1.80 2.98
35 H 0.58 2.10 4.25
36 O 1.16 -2.69 1.94
37 H 1.52 -3.50 1.55
38 H 0.80 -2.29 1.13
39 O -2.79 0.04 0.51
40 H -2.76 0.57 1.52
41 H -3.74 0.30 0.32
42 O 1.70 -2.90 -0.69
43 H 1.81 -2.16 -1.33
44 H 2.34 -3.58 -0.93
45 H -1.33 -0.13 -3.26
46 H -2.27 -0.88 -4.13


[6]
DFT (wB97M-V/def2-TZVPD) results for a molecular structure, C10H40FN20O10Ti in a non-equilibrium geometry.

Results
- Kohn-Sham gap (spin up / spin down): 0.149 / 0.286 hartree
- Spin multiplicity: 4
- Electronic energy: -3202.0690 a.u.

Geometry (Å):
1 Ti -13.77 18.48 18.83
2 F -15.68 19.46 19.92
3 C -14.06 15.64 20.02
4 O -12.94 16.08 19.80
5 N -14.33 14.95 21.05
6 N -15.06 15.85 19.24
7 H -15.32 14.95 21.27
8 H -13.64 14.94 21.79
9 H -15.97 15.47 19.45
10 H -14.88 16.30 18.35
11 C -11.66 18.85 21.90
12 O -12.53 19.51 21.23
13 N -11.49 17.53 21.84
14 N -10.58 19.53 22.31
15 H -12.15 16.95 21.34
16 H -11.09 17.19 22.70
17 H -10.65 20.52 22.50
18 H -9.93 19.08 22.95
19 C -14.95 22.78 18.90
20 O -14.87 23.98 18.83
21 N -15.22 22.14 17.77
22 N -15.05 22.19 20.03
23 H -15.68 21.24 17.80
24 H -15.27 22.64 16.90
25 H -15.31 21.22 20.02
26 H -14.98 22.70 20.90
27 C -11.07 17.02 16.35
28 O -11.97 16.98 15.54
29 N -11.19 16.67 17.60
30 N -9.85 17.39 16.18
31 H -12.07 16.48 18.06
32 H -10.34 16.59 18.13
33 H -9.28 17.45 17.01
34 H -9.61 17.84 15.31
35 C -11.58 20.63 18.01
36 O -12.42 19.89 17.41
37 N -10.57 21.19 17.29
38 N -11.45 20.90 19.19
39 H -9.95 21.74 17.86
40 H -10.52 20.99 16.30
41 H -12.22 20.63 19.78
42 H -10.89 21.64 19.58
43 C -14.89 20.57 23.99
44 O -14.48 21.26 24.88
45 N -14.78 20.82 22.72
46 N -15.68 19.59 24.17
47 H -15.08 20.21 21.97
48 H -14.41 21.71 22.41
49 H -15.74 19.41 25.16
50 H -16.02 18.92 23.50
51 C -12.74 12.55 18.18
52 O -13.08 11.70 17.41
53 N -11.99 13.64 17.95
54 N -13.16 12.69 19.45
55 H -11.90 14.26 18.74
56 H -11.68 13.82 17.01
57 H -13.87 12.08 19.81
58 H -12.97 13.53 19.98
59 C -15.02 17.38 15.92
60 O -14.47 17.40 17.01
61 N -14.50 18.13 14.99
62 N -16.17 16.70 15.66
63 H -13.61 18.60 15.09
64 H -14.91 18.13 14.06
65 H -16.34 16.19 16.52
66 H -16.85 17.24 15.15
67 C -18.28 17.90 21.90
68 O -19.25 17.52 22.39
69 N -18.05 19.12 21.54
70 N -17.30 17.20 21.52
71 H -17.20 19.37 21.05
72 H -18.75 19.80 21.79
73 H -17.32 16.19 21.53
74 H -16.47 17.74 21.32
75 C -18.64 20.50 17.80
76 O -18.23 21.61 17.94
77 N -19.87 20.06 17.62
78 N -17.98 19.42 18.09
79 H -19.97 19.12 18.00
80 H -20.64 20.70 17.52
81 H -17.08 19.62 18.50
82 H -18.29 18.47 17.94


[7]
DFT (wB97M-V/def2-TZVPD) results for 4 unconnected molecules or ions with the total composition C8H18Cl4O3.

Results
- Kohn-Sham gap: 0.376 hartree
- Electronic energy: -2382.0579 a.u.
- Structure (SMILES): C1CCOC1.ClCCl.ClCCl.OCCO
- Energy above the lowest of the compared OMol25 structures with the same formula, charge and spin: 0.0 kcal per mole

Geometry (Å):
1 C -2.81 0.79 -1.18
2 C -3.46 0.01 -0.02
3 C -3.34 -1.42 -0.48
4 O -3.49 -1.38 -1.89
5 C -3.12 -0.09 -2.39
6 H -1.73 0.88 -1.05
7 H -3.22 1.79 -1.26
8 H -4.52 0.25 0.02
9 H -2.98 0.23 0.93
10 H -4.16 -2.02 -0.09
11 H -2.37 -1.87 -0.23
12 H -3.96 0.29 -2.98
13 H -2.26 -0.18 -3.06
14 Cl -1.04 -3.57 -2.88
15 C 0.14 -2.27 -2.98
16 Cl 0.27 -1.37 -1.46
17 H 1.12 -2.67 -3.24
18 H -0.18 -1.57 -3.74
19 Cl 0.62 -1.13 3.38
20 C 0.03 -0.21 2.00
21 Cl 0.04 1.53 2.27
22 H 0.66 -0.43 1.15
23 H -0.98 -0.53 1.78
24 O 4.73 2.55 2.71
25 C 3.81 2.26 1.66
26 C 3.56 0.78 1.62
27 O 4.71 0.09 1.12
28 H 5.51 2.96 2.33
29 H 2.89 2.81 1.88
30 H 4.20 2.59 0.70
31 H 2.77 0.56 0.91
32 H 3.29 0.42 2.62
33 H 5.30 -0.08 1.86


[8]
DFT (wB97M-V/def2-TZVPD) results for 11 unconnected molecules or ions with the total composition C21H64O18 in a non-equilibrium geometry.

Results
- Kohn-Sham gap (spin up / spin down): 0.317 / 0.091 hartree
- Spin multiplicity: 2
- Electronic energy: -2192.2703 a.u.
- Charge: +1

Geometry (Å):
1 C 2.03 -3.72 2.51
2 O 0.94 -4.00 1.66
3 H 2.02 -2.66 2.78
4 H 1.94 -4.28 3.44
5 H 3.00 -3.93 2.05
6 H 0.72 -4.91 1.89
7 C -1.19 3.67 -2.64
8 C -0.70 3.62 -1.19
9 O -0.33 4.93 -0.67
10 O -2.36 4.45 -2.91
11 H -1.26 2.63 -2.95
12 H -0.33 4.01 -3.22
13 H 0.15 2.94 -1.17
14 H -1.46 3.18 -0.54
15 H 0.61 5.06 -0.80
16 H -2.05 5.26 -3.34
17 C 3.40 0.03 3.24
18 C 3.50 1.45 2.56
19 O 4.74 1.98 2.94
20 O 4.44 -0.89 2.83
21 H 2.45 -0.47 3.08
22 H 3.68 0.17 4.28
23 H 2.74 2.14 2.91
24 H 3.45 1.40 1.47
25 H 5.35 1.99 2.20
26 H 4.23 -1.21 1.95
27 C 1.19 1.05 -3.60
28 C 2.67 1.06 -3.96
29 O 3.19 2.35 -3.94
30 O 0.31 1.52 -4.58
31 H 1.02 1.62 -2.68
32 H 0.83 0.05 -3.36
33 H 2.83 0.63 -4.94
34 H 3.19 0.40 -3.26
35 H 3.81 2.36 -4.68
36 H 0.60 2.33 -5.00
37 C -2.12 -0.68 3.45
38 C -0.59 -0.87 3.66
39 O 0.18 0.34 3.25
40 O -2.73 0.24 4.29
41 H -2.55 -1.67 3.53
42 H -2.36 -0.37 2.43
43 H -0.25 -1.74 3.11
44 H -0.41 -0.96 4.73
45 H -0.09 1.05 3.84
46 H -3.11 0.96 3.79
47 C 3.96 -1.33 -0.83
48 C 5.41 -1.92 -1.08
49 O 6.40 -1.08 -0.52
50 O 3.36 -1.71 0.42
51 H 3.35 -1.75 -1.63
52 H 3.97 -0.25 -0.99
53 H 5.53 -2.19 -2.13
54 H 5.46 -2.88 -0.57
55 H 7.08 -0.90 -1.17
56 H 2.56 -1.18 0.42
57 C -3.01 -3.82 0.38
58 C -2.60 -4.39 1.78
59 O -3.79 -4.69 2.50
60 O -3.71 -2.58 0.35
61 H -3.65 -4.53 -0.13
62 H -2.12 -3.51 -0.17
63 H -1.91 -3.75 2.32
64 H -2.11 -5.35 1.62
65 H -3.57 -5.02 3.38
66 H -4.06 -2.38 -0.52
67 C -4.68 1.99 -3.36
68 C -4.42 2.10 -1.87
69 O -4.37 3.43 -1.35
70 O -3.49 2.31 -4.10
71 H -5.46 2.71 -3.61
72 H -4.97 0.97 -3.58
73 H -3.53 1.51 -1.63
74 H -5.29 1.59 -1.44
75 H -3.60 3.88 -1.72
76 H -3.14 3.09 -3.66
77 C -1.52 3.70 3.32
78 C -0.34 3.72 4.38
79 O -0.41 2.47 5.02
80 H -2.49 3.62 3.82
81 H -1.39 2.89 2.60
82 H -1.49 4.61 2.72
83 H -0.44 4.61 5.00
84 H 0.65 3.74 3.93
85 H 0.18 2.57 5.77
86 C -1.65 -3.75 -4.32
87 C -0.71 -3.18 -3.33
88 O 0.53 -3.72 -3.51
89 H -2.63 -3.30 -4.14
90 H -1.76 -4.83 -4.46
91 H -1.36 -3.34 -5.28
92 H -1.08 -3.36 -2.32
93 H -0.63 -2.10 -3.42
94 H 0.87 -3.93 -2.63
95 C -1.12 0.27 -0.18
96 C -0.03 -0.77 0.06
97 O 1.10 -0.09 0.57
98 H -2.12 -0.16 -0.23
99 H -0.94 0.97 -1.00
100 H -1.13 0.89 0.71
101 H 0.22 -1.27 -0.87
102 H -0.19 -1.54 0.81
103 H 0.91 0.34 1.41


[9]
DFT (wB97M-V/def2-TZVPD) results for a molecular structure, C25H32FO2Ti in a non-equilibrium geometry.

Results
- Kohn-Sham gap (spin up / spin down): 0.089 / 0.208 hartree
- Spin multiplicity: 3
- Electronic energy: -2071.4583 a.u.
- Charge: -1
- Energy above the lowest of the compared OMol25 structures with the same formula, charge and spin: 28.6 kcal per mole

Geometry (Å):
1 O 0.75 -0.52 -2.77
2 C 0.67 0.65 -3.72
3 C 0.42 -0.15 -4.97
4 H 1.62 1.21 -3.68
5 H -0.18 1.31 -3.47
6 C 0.53 -1.33 -3.97
7 H 1.21 -0.18 -5.72
8 H -0.57 -0.07 -5.43
9 C 1.69 -2.22 -4.36
10 H 2.64 -1.69 -4.34
11 H 1.49 -2.48 -5.41
12 H 1.70 -3.15 -3.79
13 C -0.80 -2.04 -4.04
14 H -1.63 -1.37 -3.85
15 H -0.83 -2.94 -3.42
16 H -0.89 -2.38 -5.08
17 Ti -0.26 -0.61 1.47
18 C -1.78 -1.11 3.10
19 C -1.74 0.33 3.11
20 C -2.22 0.81 1.86
21 H -1.48 0.95 3.95
22 C -2.78 -0.33 1.17
23 C -2.36 -1.51 1.85
24 H -2.61 -2.51 1.51
25 H -1.56 -1.77 3.94
26 H -2.29 1.86 1.55
27 H -3.52 -0.31 0.38
28 C 0.93 -2.17 2.62
29 C 0.03 -2.86 1.74
30 C 0.37 -2.52 0.39
31 H -0.72 -3.58 2.04
32 C 1.49 -1.61 0.43
33 C 1.84 -1.42 1.81
34 H 2.73 -0.89 2.15
35 H 0.90 -2.21 3.71
36 H -0.06 -2.95 -0.51
37 H 1.99 -1.21 -0.44
38 O -0.20 0.76 -0.34
39 C -1.31 0.49 -1.23
40 C -1.95 1.80 -1.58
41 H -1.99 -0.26 -0.87
42 H -0.84 0.05 -2.08
43 C -0.82 2.80 -1.41
44 H -2.77 1.99 -0.89
45 H -2.41 1.79 -2.57
46 C 0.16 2.20 -0.43
47 H -1.14 3.79 -1.18
48 H -0.31 2.90 -2.37
49 H 0.09 2.61 0.58
50 H 1.20 2.29 -0.78
51 F 2.25 3.62 5.69
52 C 1.92 2.61 4.83
53 C 2.18 2.77 3.47
54 C 1.75 1.74 2.59
55 C 0.98 0.69 3.07
56 C 0.87 0.49 4.44
57 C 1.33 1.46 5.35
58 H 2.68 3.66 3.11
59 H 2.04 1.80 1.54
60 H 0.37 -0.39 4.84
61 H 1.20 1.33 6.42


> What is the formula in the first record?

C3H9NS2


> What is the formula in the sixth record?

C10H40FN20O10Ti


> Which value of electronic energy does entry 6 give?

-3202.0690 a.u.


Please write out number 1 again, unchanged.
DFT (wB97M-V/def2-TZVPD) results for 2 unconnected molecules or ions with the total composition C3H9NS2 in a non-equilibrium geometry.

Results
- Kohn-Sham gap (spin up / spin down): 0.127 / 0.262 hartree
- Spin multiplicity: 2
- Electronic energy: -970.7662 a.u.
- Charge: -1
- Energy above the lowest of the compared OMol25 structures with the same formula, charge and spin: 42.8 kcal per mole

Geometry (Å):
1 C -1.45 -1.79 0.64
2 S 0.28 -2.39 0.68
3 S 0.52 -3.10 -1.31
4 H -2.11 -2.51 0.18
5 H -1.42 -0.77 0.31
6 H -1.80 -1.90 1.68
7 H 1.79 -2.67 -1.45
8 C 0.85 2.86 0.55
9 C 0.54 2.04 -0.48
10 N 0.40 0.68 -0.50
11 H 1.41 2.62 1.45
12 H 0.91 3.91 0.33
13 H 0.01 2.54 -1.30
14 H 0.34 0.15 0.38
15 H -0.27 0.34 -1.17